Cl2In2O24P6Y3 as an isolated structure at a distorted geometry. Source: OMol25; level of theory: ωB97M-V with the def2-TZVPD basis set.

Structure (XYZ):
```
37
Properties=species:S:1:pos:R:3:forces:R:3:lowdin_charge:R:1
In -0.23350 -1.41869 -2.70359 0.4 0.9 1.2 0.991
In -1.24598 0.89930 4.38873 0.8 -2.0 -2.3 0.773
Y -2.28853 -3.27357 0.06141 5.1 2.7 2.9 1.331
Y 3.01086 -1.31788 0.33050 -3.2 -1.1 2.1 1.584
Y -3.13355 1.78293 0.16870 2.6 0.5 -1.8 1.282
P 0.45064 -4.33859 0.27075 3.6 -1.2 2.4 -0.135
O 1.76447 -3.55424 0.19367 1.3 1.4 -0.3 -0.437
O -0.43863 -3.93238 -0.87644 -4.3 0.4 -4.8 -0.570
O -0.40303 -3.73988 1.42306 -2.3 -1.2 0.5 -0.453
O 0.72818 -5.84001 0.20767 -0.7 0.2 0.5 -0.471
P 3.41152 -0.81620 3.26761 2.4 -2.9 2.4 -0.177
O 2.19332 -1.51515 2.68556 -1.1 -0.4 0.2 -0.335
O 4.37530 -1.08335 2.10648 2.6 -0.1 -3.2 -0.408
O 4.19000 -1.43353 4.48157 -1.8 0.4 -0.5 -0.451
O 3.31421 0.65164 3.30559 -0.9 3.2 0.6 -0.286
P -0.33574 -0.46291 0.83446 -0.3 3.7 0.2 0.060
O -1.05429 0.85443 0.29676 -1.6 -0.1 1.8 -0.478
O 1.05903 -0.23290 0.23625 1.1 -1.2 0.9 -0.417
O -0.48483 -0.71151 2.35458 -0.3 1.7 -0.1 -0.582
O -1.02692 -1.54988 0.00327 -1.4 -2.0 -1.4 -0.625
P 3.50475 0.09292 -2.14680 1.1 3.2 -0.6 -0.014
O 4.57614 0.27353 -3.22222 -1.1 -2.4 -1.4 -0.347
O 3.13001 1.60944 -2.02342 -2.0 -0.4 -0.3 -0.174
O 4.30672 0.18812 -0.85518 1.0 -1.8 3.0 -0.335
O 2.44605 -1.04662 -1.86985 1.4 1.1 -2.3 -0.561
P -2.13973 2.00381 -3.11133 0.4 -2.2 1.6 0.068
O -2.47559 1.12698 -4.34772 0.0 1.2 0.0 -0.306
O -2.22738 3.51536 -3.18542 0.2 -1.4 -0.7 -0.282
O -0.73101 1.29122 -2.84227 -0.8 0.8 -0.6 -0.332
O -3.00238 1.40652 -1.90836 -0.1 1.0 -0.8 -0.495
P -2.81042 4.82791 -0.22530 -1.2 1.3 -1.9 -0.090
O -4.04250 3.83934 -0.30937 -3.6 -0.8 -1.7 -0.464
O -1.98104 3.61904 0.06655 5.0 -2.0 1.2 -0.422
O -3.28642 5.60341 0.95285 0.2 2.1 1.9 -0.374
O -2.29495 5.74664 -1.37186 -1.1 -1.5 1.5 -0.366
Cl -2.93277 -2.21407 3.21484 -0.7 -0.4 0.0 -0.529
Cl -3.89198 -0.85117 0.14827 -1.0 -0.8 -0.2 -0.172
```
Forces are in eV/Å.

## Properties
lowest unoccupied orbital energy: 7.32 eV
net charge: -5
frontier orbital gap: 0.101 hartree

C28H30LiN7O3 as an isolated structure. Source: OMol25; level of theory: ωB97M-V with the def2-TZVPD basis set.

Structure (XYZ):
```
69
Properties=species:S:1:pos:R:3:forces:R:3:lowdin_charge:R:1
Li -0.88121 -0.04666 0.69333 -0.6 -0.1 -0.1 0.460
C -1.46482 1.71763 4.49407 0.0 0.0 0.0 -0.081
C -2.18790 2.87158 4.18924 0.0 0.0 0.0 -0.084
C -2.27949 3.29228 2.88422 -0.1 0.0 0.0 0.005
C -1.64903 2.52750 1.89621 0.1 -0.1 -0.1 -0.366
N -0.99856 1.40979 2.17035 0.2 0.0 0.1 0.107
C -0.88717 1.02683 3.45144 -0.1 0.1 -0.2 -0.119
C -0.70613 2.72225 -0.37158 -0.1 -0.1 -0.1 -0.394
C -0.89481 3.68142 -1.45873 0.0 0.0 0.0 -0.041
C -0.94098 3.23477 -2.74115 0.1 0.0 0.1 -0.118
C -0.79489 1.86449 -3.04155 0.0 0.0 0.0 -0.126
C -0.58422 1.02453 -1.97112 0.1 0.1 0.0 -0.194
N -0.49002 1.40405 -0.69131 -0.2 0.0 0.0 0.043
H -1.35697 1.36595 5.51067 0.0 0.0 0.0 0.090
H -2.66184 3.44564 4.97711 0.0 0.0 0.0 0.095
H -2.79704 4.19597 2.59409 0.0 0.0 0.0 0.114
H -0.31447 0.12103 3.61592 0.0 0.0 0.0 0.103
H -0.99697 4.72756 -1.19579 0.0 -0.1 0.0 0.100
H -1.09709 3.95342 -3.53982 0.0 0.0 0.0 0.089
H -0.87718 1.47637 -4.04631 0.0 0.0 0.0 0.077
H -0.48774 -0.04648 -2.13165 0.0 0.0 0.0 0.105
C 4.96950 1.25021 -1.11468 0.0 0.0 0.0 -0.083
C 4.11130 0.07705 -1.58574 -0.1 0.1 0.0 -0.403
C 2.79205 0.56545 -2.18395 0.0 0.1 0.0 -0.071
C 3.86633 -0.93329 -0.46144 0.0 0.0 0.0 -0.111
N 3.53189 -0.31665 0.81062 0.1 -0.1 -0.1 -0.106
C 2.35089 0.11437 1.25533 0.1 0.0 -0.1 -0.173
N 2.50106 0.53905 2.48780 0.2 0.1 0.1 0.038
N 3.81289 0.36113 2.77909 -0.1 0.0 -0.1 -0.069
N 4.44484 -0.14708 1.78029 -0.2 0.0 0.1 0.017
H 5.27633 1.85868 -1.96909 0.0 0.0 0.0 0.071
H 5.86381 0.91473 -0.58511 0.0 0.0 0.0 0.068
H 4.39824 1.89083 -0.43693 0.0 0.0 0.0 0.075
H 4.66588 -0.47158 -2.35366 0.0 0.0 -0.1 0.123
H 2.18331 1.08436 -1.43738 0.1 0.0 -0.1 0.051
H 2.20091 -0.26360 -2.57986 0.0 0.0 0.0 0.074
H 2.97146 1.27288 -2.99903 0.0 0.0 0.0 0.080
H 4.74901 -1.54342 -0.27714 0.1 0.0 0.0 0.120
H 3.03912 -1.59584 -0.71781 0.1 0.0 0.0 0.098
H 1.46576 0.08401 0.64037 -0.1 0.1 0.3 0.075
C -3.39734 -0.35677 0.60276 0.2 0.1 -0.1 -0.123
C -3.53903 -1.19627 -0.50334 -0.1 0.0 0.0 -0.379
C -3.68969 -2.62258 -0.39674 0.0 0.0 -0.1 -0.098
C -3.80888 -3.43970 -1.50094 0.0 0.1 0.0 -0.167
C -3.80061 -2.93305 -2.80815 0.0 0.0 0.1 -0.189
C -3.65768 -1.54683 -2.94725 0.0 0.0 0.1 -0.167
C -3.53755 -0.70896 -1.85712 0.0 -0.1 0.0 -0.105
H -3.49360 -0.74085 1.61451 0.0 0.0 -0.1 0.010
H -3.31469 0.71831 0.46356 -0.2 -0.1 0.0 0.003
H -3.66781 -3.06618 0.59521 0.0 0.0 0.0 0.087
H -3.89574 -4.51262 -1.34550 0.0 0.0 0.0 0.076
H -3.87632 -3.58611 -3.67039 0.0 0.0 0.0 0.052
H -3.63790 -1.10776 -3.94235 0.0 0.0 0.0 0.076
H -3.43030 0.36046 -2.01641 0.0 0.0 0.0 0.087
O 1.70655 2.79716 0.18587 0.2 -0.1 -0.1 0.029
N 0.64127 3.28850 0.47746 -0.1 -0.1 -0.1 -0.307
O 0.51209 4.24998 1.20946 0.0 0.2 0.1 0.037
O -1.74954 2.96950 0.62896 0.1 0.0 0.1 0.023
C 0.92193 -4.68638 0.81101 0.0 0.1 0.0 -0.156
C 1.14182 -3.85944 -0.28501 0.0 0.0 0.1 -0.148
C 0.67904 -2.54304 -0.26499 -0.1 -0.1 0.0 -0.210
C -0.02565 -1.95866 0.80868 0.2 -0.1 0.0 -0.182
C -0.22252 -2.84934 1.88344 0.0 0.0 0.0 -0.186
C 0.22902 -4.16808 1.90157 0.0 0.0 -0.1 -0.148
H 1.27054 -5.71363 0.81115 0.0 0.0 0.0 0.072
H 1.66220 -4.24522 -1.15922 0.0 0.0 0.0 0.079
H 0.86987 -1.94735 -1.16471 0.0 0.0 0.1 0.057
H -0.77288 -2.50754 2.76277 0.0 0.0 0.0 0.062
H 0.03732 -4.79879 2.76636 0.0 0.0 0.0 0.075
```
Forces are in eV/Å.

## Properties
lowest unoccupied orbital energy: 4.64 eV
relative energy (zero: lowest compared OMol25 entry of this formula, charge and spin): 0.0 kcal/mol
net charge: -2
frontier orbital gap: 0.157 hartree

C25H22BrF6MnN3O2PSb as an isolated structure. Source: OMol25; level of theory: ωB97M-V with the def2-TZVPD basis set.

Structure (XYZ):
```
62
Properties=species:S:1:pos:R:3:forces:R:3:lowdin_charge:R:1
Mn -0.14907 -0.30271 0.00729 0.2 0.4 0.1 1.052
C -1.28473 -0.13158 -3.19797 0.0 0.0 -0.1 -0.004
C -0.38895 0.98249 -2.76914 0.0 0.1 0.1 -0.270
C 0.16684 1.81596 -3.73296 -0.1 0.0 0.0 0.009
C 0.92658 2.90125 -3.36213 0.0 0.0 0.0 -0.011
C 1.09476 3.16508 -2.01132 0.0 0.0 0.0 -0.106
C 0.56901 2.28968 -1.08296 -0.1 -0.1 -0.1 -0.429
N -0.14474 1.20377 -1.45946 0.1 -0.1 0.0 0.009
Sb 0.90846 2.82166 0.96433 0.1 0.2 0.0 1.606
C -0.95415 2.00758 1.62226 -0.2 0.0 0.1 -0.423
C -1.62969 2.73904 2.57557 0.0 0.0 0.0 -0.107
C -2.90872 2.34842 2.95653 0.0 0.0 0.1 -0.019
C -3.49359 1.30055 2.29251 -0.1 0.0 0.0 0.004
C -2.79157 0.60630 1.30883 0.1 0.0 0.0 -0.268
C -3.50615 -0.42758 0.51540 0.0 0.0 -0.1 -0.016
N -1.50627 0.91044 1.04449 -0.1 0.0 0.0 -0.006
C 1.97285 1.10176 1.61352 0.0 -0.2 0.0 -0.454
C 3.23995 1.30958 2.11640 0.0 0.1 0.0 -0.109
C 3.93236 0.23392 2.64539 0.1 0.0 0.0 -0.019
C 3.29573 -0.98295 2.71124 0.0 0.0 0.0 0.003
C 2.00380 -1.14153 2.21595 -0.1 0.2 0.0 -0.264
C 1.33475 -2.46231 2.39296 0.0 0.0 0.0 -0.011
N 1.36096 -0.10315 1.62578 0.2 -0.2 0.1 0.029
H -1.86292 0.19362 -4.06204 0.0 0.0 0.0 0.100
H -0.70932 -1.01185 -3.48694 0.0 0.0 0.0 0.103
H -1.97631 -0.42464 -2.41795 0.0 0.0 0.0 0.060
H -0.03218 1.60455 -4.77458 0.0 0.0 0.0 0.131
H 1.36626 3.54697 -4.11053 0.0 0.0 0.0 0.127
H 1.65374 4.03138 -1.68426 0.0 0.0 0.0 0.098
H -1.16876 3.61503 3.01198 0.0 0.0 0.0 0.095
H -3.44676 2.88623 3.72593 0.0 0.0 0.0 0.126
H -4.51335 1.00526 2.49865 0.0 0.0 0.0 0.133
H -4.46297 -0.01432 0.19460 0.0 0.0 0.0 0.108
H -2.95660 -0.73476 -0.36829 0.0 0.0 0.0 0.047
H -3.70491 -1.31485 1.11095 0.0 0.0 0.0 0.098
H 3.68353 2.29566 2.08634 0.0 0.0 0.0 0.099
H 4.93896 0.35282 3.02387 0.0 0.0 0.0 0.125
H 3.77865 -1.83416 3.16997 0.0 0.0 0.0 0.126
H 1.84609 -3.02278 3.17275 0.0 0.0 0.0 0.094
H 0.29400 -2.34642 2.67344 -0.1 0.0 0.0 0.081
H 1.37332 -3.04643 1.47651 0.0 0.0 0.0 0.079
F -1.07568 -1.99653 0.89060 0.1 0.1 0.1 -0.261
P -1.35081 -3.37866 -0.19892 -0.1 -0.1 -0.2 0.226
F -1.23953 -2.16169 -1.31496 -0.2 -0.2 -0.2 -0.201
F -2.90996 -3.09452 -0.08579 0.0 0.1 0.1 -0.115
F 0.23317 -3.53883 -0.28695 0.1 -0.1 0.1 -0.133
F -1.39942 -4.31209 1.07155 0.0 0.1 -0.1 -0.082
F -1.57759 -4.48610 -1.29062 0.1 0.0 0.1 -0.074
Br 5.00862 0.63581 -2.82942 0.1 0.0 -0.1 0.823
C 4.21471 -1.07484 -2.99244 0.2 0.0 -0.1 -0.588
C 4.86822 -1.95271 -3.84446 0.0 -0.1 0.0 -0.127
C 4.37248 -3.23028 -4.05228 0.0 0.1 0.0 -0.055
C 3.21279 -3.63755 -3.41024 0.0 0.1 0.1 -0.053
C 2.56180 -2.75825 -2.56400 0.0 0.0 0.0 -0.005
C 3.04841 -1.46633 -2.33679 -0.2 0.0 0.0 -0.148
C 2.31047 -0.55700 -1.41075 -0.2 -0.6 0.3 -0.495
O 2.69350 0.53200 -1.06264 -0.1 0.2 0.1 0.006
O 1.17259 -1.10961 -0.94506 0.2 0.1 -0.3 -0.167
H 5.76973 -1.62712 -4.34329 0.0 0.0 0.0 0.098
H 4.89739 -3.90250 -4.71793 0.0 0.0 0.0 0.114
H 2.81814 -4.63241 -3.56244 0.0 0.0 0.0 0.113
H 1.66314 -3.06994 -2.05408 0.0 0.0 0.0 0.101
```
Forces are in eV/Å.

## Properties
lowest unoccupied orbital energy (spin up / spin down): -5.14 / -3.94 eV
relative energy (zero: lowest compared OMol25 entry of this formula, charge and spin): 6.0 kcal/mol
net charge: +1
spin multiplicity: 5
frontier orbital gap (spin up / spin down): 0.227 / 0.272 hartree

One molecule with the formula ClH3N2O2S at a distorted geometry. Source: OMol25; level of theory: ωB97M-V with the def2-TZVPD basis set.

Structure (XYZ):
```
9
Properties=species:S:1:pos:R:3:forces:R:3:lowdin_charge:R:1
N 0.42193 0.29858 -1.35982 0.3 -1.3 0.3 -0.061
N 1.03489 0.06291 -0.16344 -2.3 0.8 0.3 -0.104
S -0.48432 0.21540 1.21850 1.7 -2.2 0.3 0.450
O -0.05152 -0.26500 2.50406 0.0 0.5 -0.8 -0.388
O -1.14603 1.45817 1.08933 -0.4 0.3 -0.5 -0.335
Cl -1.75315 -1.46485 0.55948 0.5 1.1 -0.1 0.178
H 0.08319 -0.47573 -1.91488 0.0 0.0 0.3 0.092
H 0.66199 1.10672 -1.88410 0.4 0.7 0.2 0.089
H 1.23302 -0.93620 -0.04912 -0.3 0.2 0.0 0.078
```
Forces are in eV/Å.

## Properties
lowest unoccupied orbital energy (spin up / spin down): -1.06 / -1.06 eV
relative energy (zero: lowest compared OMol25 entry of this formula, charge and spin): 15.9 kcal/mol
structure (SMILES): NNS(=O)(=O)Cl
net charge: 0
frontier orbital gap (spin up / spin down): 0.324 / 0.324 hartree

C30H33N2O8RbS as an isolated structure at a distorted geometry. Source: OMol25; level of theory: ωB97M-V with the def2-TZVPD basis set.

Structure (XYZ):
```
75
Properties=species:S:1:pos:R:3:forces:R:3:lowdin_charge:R:1
Rb 0.30184 -0.20130 0.94987 0.4 0.9 0.4 1.160
C -1.63127 2.32530 3.06560 -0.1 0.0 0.1 -0.042
C -0.78921 2.71585 1.88205 0.1 0.0 0.0 -0.303
C -1.37827 2.98658 0.64913 0.0 0.0 0.0 -0.027
C -0.60773 3.22945 -0.48000 0.1 -0.1 -0.1 -0.262
C -1.23508 3.43276 -1.82927 -0.1 0.1 -0.1 -0.044
C 0.78023 3.21605 -0.36118 0.0 0.0 0.1 -0.025
C 1.39834 2.97162 0.85994 -0.1 0.1 0.1 -0.282
C 2.89402 2.93053 0.99476 0.1 0.0 0.0 -0.035
C 0.59956 2.72213 1.97453 -0.1 0.1 0.1 -0.076
H -2.64417 2.72406 2.97124 0.0 0.0 0.0 0.073
H -1.19917 2.68987 3.99920 0.0 0.0 0.0 0.075
H -1.72433 1.23761 3.13735 0.0 0.0 -0.1 0.074
H -2.46033 2.96592 0.56514 0.0 0.0 0.0 0.118
H -0.59050 4.03562 -2.47101 0.0 0.0 0.0 0.074
H -2.20770 3.92470 -1.74812 0.0 0.0 0.0 0.073
H -1.39154 2.46968 -2.31640 0.0 0.0 0.0 0.069
H 1.38626 3.37041 -1.24773 0.0 0.0 0.0 0.110
H 3.22854 1.91578 1.22913 0.0 0.0 0.0 0.067
H 3.22466 3.57586 1.81311 0.0 0.0 0.0 0.081
H 3.38139 3.26300 0.07684 0.0 0.0 0.0 0.071
H 1.08002 2.45614 2.91035 0.0 0.0 0.0 0.118
O -0.17500 -3.26638 -2.42900 -0.1 0.0 0.0 -0.010
C -0.50451 -2.28031 -1.75083 0.1 0.0 0.1 -0.649
O 0.25946 -1.47493 -1.14889 0.1 -0.5 -0.9 -0.292
C -1.99369 -1.88653 -1.71721 -0.2 -0.1 0.0 -0.100
C -2.16926 -0.47107 -2.31423 0.2 0.1 0.2 -0.256
C -3.59233 -0.30885 -2.85303 -0.1 -0.1 -0.1 -0.114
C -4.39665 -0.22814 -1.53024 -0.1 0.0 -0.1 -0.109
C -3.27521 -0.28511 -0.48551 0.3 0.2 0.0 -0.270
O -2.19855 0.39962 -1.16519 -0.2 -0.3 0.0 -0.087
C -2.71618 -1.69873 -0.33460 -0.1 -0.2 -0.2 -0.109
C -1.88833 -1.88438 0.96471 -0.3 0.0 0.2 -0.772
O -1.14205 -2.87324 1.03111 -0.1 -0.1 0.0 -0.028
O -2.04084 -0.99177 1.85204 -0.5 -0.3 0.0 -0.190
H -2.51992 -2.62020 -2.33242 0.0 0.0 0.0 0.135
H -1.36179 -0.15200 -2.97208 0.0 0.0 0.0 0.151
H -3.68362 0.61483 -3.42887 0.0 0.0 0.0 0.100
H -3.88746 -1.14374 -3.49130 0.0 0.0 0.0 0.103
H -4.94348 0.71467 -1.46009 0.0 0.0 0.0 0.099
H -5.11035 -1.04567 -1.40767 0.0 0.0 0.0 0.104
H -3.46740 0.19696 0.46886 0.0 0.0 0.0 0.142
H -3.53462 -2.42353 -0.25511 0.0 0.0 0.0 0.146
N 2.57579 -3.18157 1.67981 -0.1 0.0 0.0 0.013
N 2.45030 -2.22596 2.74124 0.0 -0.1 -0.1 -0.044
C 2.58557 -0.85127 2.44075 0.2 0.1 -0.1 -0.888
O 2.00351 -0.05529 3.21421 0.3 -0.1 0.1 -0.124
O 3.24413 -0.56412 1.39898 0.1 -0.1 0.2 -0.129
H 3.33356 -2.81176 1.11580 0.1 0.0 0.0 0.040
H 1.75111 -3.10626 1.07847 0.0 0.0 0.0 0.063
H 1.62643 -2.41702 3.28916 0.0 0.0 0.1 0.110
O 1.30556 1.00280 -2.79303 0.4 -0.5 0.2 -0.502
S 2.20396 0.25137 -1.83819 -1.0 0.8 -0.1 0.993
C 2.68029 -1.26638 -2.63854 0.1 0.1 -0.1 -0.356
C 2.10390 -1.57238 -3.85314 0.2 -0.2 0.0 -0.068
C 2.44191 -2.77586 -4.46015 -0.1 0.1 0.0 -0.086
C 3.32164 -3.64846 -3.84464 0.1 0.0 0.0 -0.100
C 3.87303 -3.32814 -2.60748 0.0 0.0 0.0 -0.078
C 3.55230 -2.12930 -1.99402 0.0 -0.1 -0.1 -0.062
C 3.77278 1.10893 -1.97432 0.1 -0.2 -0.2 -0.352
C 4.73675 0.90923 -0.99759 0.1 0.1 -0.1 -0.084
C 5.93637 1.60378 -1.10072 -0.1 -0.1 0.1 -0.083
C 6.14855 2.49025 -2.14777 0.0 0.0 0.0 -0.112
C 5.15891 2.69321 -3.10256 0.0 0.0 0.0 -0.098
C 3.95893 1.99941 -3.01981 0.2 0.0 0.1 -0.070
H 1.38907 -0.88732 -4.28640 0.0 0.0 0.0 0.109
H 1.97589 -3.04300 -5.40092 0.0 0.0 0.0 0.097
H 3.55682 -4.59604 -4.31470 0.0 0.0 0.0 0.089
H 4.53643 -4.02365 -2.10832 0.0 0.0 0.0 0.097
H 3.94430 -1.88426 -1.01478 0.0 0.0 0.0 0.098
H 4.52672 0.25838 -0.15353 0.0 0.0 0.0 0.083
H 6.69402 1.46278 -0.33943 0.0 0.0 0.0 0.100
H 7.08229 3.03690 -2.21233 0.0 0.0 0.0 0.088
H 5.31999 3.39610 -3.91198 0.0 0.0 0.0 0.091
H 3.15552 2.14057 -3.73059 0.0 0.0 0.0 0.103
```
Forces are in eV/Å.

## Properties
lowest unoccupied orbital energy: 4.01 eV
relative energy (zero: lowest compared OMol25 entry of this formula, charge and spin): 4.0 kcal/mol
net charge: -2
frontier orbital gap: 0.243 hartree

| no. | E (a.u.) |
| --- | --- |
| 1 | -5269.9739 |
| 2 | -1701.3869 |
| 3 | -6186.5036 |
| 4 | -1120.0872 |
| 5 | -2296.8262 |